[1]
Here is a cluster of 3 separate species, C5H15NOS in total at a distorted geometry from the Open Molecules 2025 dataset. Energies are from ωB97M-V/def2-TZVPD.

Each line ends with the Löwdin charge.
CARTESIAN COORDINATES (ANGSTROEM)
1 C 0.85 -0.94 -1.31  -0.281
2 C 1.39 -1.90 -0.28  -0.642
3 S 2.25 -0.96 1.00  0.569
4 C -0.16 0.09 -0.77  -0.261
5 N -1.15 -0.17 0.25  -0.180
6 C -0.89 0.50 1.56  -0.051
7 C -2.50 -0.09 -0.21  -0.095
8 H 0.36 -1.44 -2.18  0.122
9 H 1.69 -0.37 -1.70  0.101
10 H 0.78 -2.75 0.00  0.066
11 H 2.32 -2.28 -0.79  0.068
12 H 0.78 1.85 -0.96  0.262
13 H -0.67 0.46 -1.67  0.125
14 H 0.58 0.79 -0.32  0.004
15 H -1.63 0.15 2.29  0.100
16 H 0.06 0.12 1.92  0.023
17 H -0.66 1.55 1.38  0.084
18 H -2.85 -1.04 -0.70  0.106
19 H -3.22 0.02 0.62  0.087
20 H -2.75 0.77 -0.82  0.086
21 H 1.44 2.12 0.30  -0.062
22 H 2.21 1.32 1.17  -0.085
23 O 1.75 2.18 1.23  -0.146

## Properties
lowest unoccupied orbital energy = -3.01 eV
charge = 0
frontier orbital gap = 4.40 eV

***

[2]
Here is a structure of composition C12H12N2O5Tc at a distorted geometry from the Open Molecules 2025 dataset. Energies are from ωB97M-V/def2-TZVPD.

Each line ends with the Löwdin charge.
CARTESIAN COORDINATES (ANGSTROEM)
1 Tc 0.03 0.66 0.00  1.790
2 O 0.03 6.70 0.00  0.204
3 C -0.03 5.41 0.00  -0.218
4 C -1.25 4.68 0.00  0.137
5 C -1.18 3.32 0.00  -0.129
6 N 0.01 2.66 0.00  -0.065
7 C 1.17 3.36 0.00  -0.124
8 C 1.21 4.71 0.00  0.149
9 C 2.35 2.39 0.00  -0.436
10 O 3.49 2.71 0.00  0.268
11 O 1.83 1.15 0.00  -0.160
12 C -2.33 2.33 0.00  -0.441
13 O -3.47 2.62 -0.01  0.264
14 O -1.78 1.10 0.00  -0.161
15 H -0.82 7.17 0.00  0.170
16 H -2.22 5.18 0.00  0.161
17 H 2.14 5.27 0.00  0.167
18 C -0.80 -4.38 -1.20  0.003
19 C 0.07 -3.90 0.00  -0.558
20 C 1.53 -4.38 -0.13  0.003
21 C -0.57 -4.38 1.34  0.004
22 C 0.05 -2.47 0.00  -0.016
23 N 0.04 -1.31 0.00  0.043
24 H -0.80 -5.47 -1.18  0.111
25 H -0.39 -4.04 -2.15  0.102
26 H -1.83 -4.03 -1.11  0.101
27 H 1.52 -5.47 -0.13  0.112
28 H 2.14 -4.04 0.70  0.103
29 H 1.98 -4.04 -1.06  0.103
30 H -0.56 -5.46 1.32  0.110
31 H -1.59 -4.03 1.44  0.101
32 H 0.02 -4.03 2.19  0.101

## Properties
⟨S²⟩ = 0.765
2S+1 = 2
lowest unoccupied orbital energy (alpha / beta) = -10.84 / -10.43 eV
charge = +2
frontier orbital gap (alpha / beta) = 6.45 / 7.11 eV

***

[3]
Here is a cluster of 2 separate species, C2H8NO2 in total at a distorted geometry from the Open Molecules 2025 dataset. Energies are from ωB97M-V/def2-TZVPD.

Each line ends with the Löwdin charge.
CARTESIAN COORDINATES (ANGSTROEM)
1 C -2.20 -0.68 1.13  -0.219
2 O -1.68 -1.13 -0.11  -0.209
3 H -1.39 -0.68 1.87  0.066
4 H -3.09 -1.28 1.33  0.055
5 H -2.57 0.36 1.01  0.058
6 N 2.31 0.64 -1.44  -0.048
7 C 1.37 0.79 -0.22  -0.538
8 O 0.83 -0.39 0.13  -0.323
9 H 1.82 0.70 -2.32  0.008
10 H 2.71 -0.27 -1.29  0.010
11 H 0.64 1.53 -0.61  0.071
12 H 1.96 1.25 0.59  0.063
13 H -0.70 -0.84 -0.08  0.006

## Properties
lowest unoccupied orbital energy = 4.35 eV
charge = -1
frontier orbital gap = 7.60 eV

***

[4]
Here is an isolated molecule of C7H14 from the Open Molecules 2025 dataset. Energies are from ωB97M-V/def2-TZVPD.

Each line ends with the Löwdin charge.
CARTESIAN COORDINATES (ANGSTROEM)
1 C -1.74 -1.15 -0.33  -0.066
2 C -0.59 -0.34 -0.88  -0.248
3 C -0.23 1.03 -0.33  -0.251
4 C -1.00 1.67 0.80  -0.064
5 C 0.72 -0.13 -0.16  -0.468
6 C 0.97 -0.72 1.22  -0.036
7 C 1.97 -0.12 -1.02  -0.050
8 H -1.60 -2.22 -0.54  0.079
9 H -2.69 -0.84 -0.78  0.079
10 H -1.84 -1.05 0.76  0.059
11 H -0.49 -0.43 -1.96  0.133
12 H 0.08 1.76 -1.08  0.131
13 H -1.89 2.18 0.42  0.079
14 H -0.39 2.41 1.33  0.078
15 H -1.34 0.94 1.55  0.066
16 H 1.47 0.01 1.87  0.087
17 H 1.63 -1.59 1.15  0.081
18 H 0.06 -1.04 1.73  0.067
19 H 1.80 0.42 -1.96  0.080
20 H 2.81 0.36 -0.51  0.083
21 H 2.27 -1.14 -1.28  0.083

## Properties
SMILES string = C[C@@H]1[C@H](C)C1(C)C
lowest unoccupied orbital energy = 1.07 eV
charge = 0
frontier orbital gap = 10.53 eV

***

Short version: E = -19793.908; -28036.514; -7788.619; -7485.576 eV, in the order given.
Short version: relative energy (zero: lowest compared OMol25 entry of this formula, charge and spin) = 7.429; 0.397; 0.566; 0.719 eV, in the order given.